(1)
Here is one molecule with the formula C5H11NO at a distorted geometry from the Open Molecules 2025 dataset. Energies are from ωB97M-V with the def2-TZVPD basis set.

CARTESIAN COORDINATES (ANGSTROEM)
O  -1.149  0.494  1.505
N  -0.033  -0.722  -0.116
C  1.468  1.013  0.415
C  -2.043  0.839  -0.756
C  -1.151  0.167  0.303
C  0.309  -1.884  0.596
C  1.015  0.022  -0.695
H  0.823  1.982  0.289
H  0.351  -2.732  -0.151
H  1.817  -0.713  -0.992
H  -1.389  1.143  -1.559
H  -2.477  1.716  -0.194
H  1.210  -1.802  1.234
H  0.775  0.594  -1.513
H  -0.568  -2.269  1.260
H  1.290  0.604  1.435
H  -2.791  0.226  -1.337
H  2.544  1.321  0.277

Forces on atoms 1 to 3 (eV/Å):
-1.3 -0.9 -2.8
-4.4 1.2 -1.5
0.7 1.9 -0.6

For the energy above the lowest of the compared OMol25 structures with the same formula, charge and spin, the calculation gives 220.3 kJ/mol. Its frontier orbital gap is 9.3 eV. The structure (SMILES) is CCN(C)C(C)=O. The calculation puts the molar mass at 101.149 Da. The LUMO energy comes out at 0.93 eV. Its charge is 0.

(2)
Here is a 2-piece molecular cluster, C25H44ClO10PSSi overall from the Open Molecules 2025 dataset. Energies are from ωB97M-V with the def2-TZVPD basis set.

CARTESIAN COORDINATES (ANGSTROEM)
Cl  1.259  -3.609  3.485
S  2.200  5.064  -4.863
P  0.909  -2.735  1.655
Si  2.623  -0.301  -3.300
O  3.111  5.796  -4.041
O  -1.315  -1.871  0.507
O  -2.428  -2.217  -1.383
O  1.450  6.059  -5.845
O  -2.136  -7.605  3.986
O  -2.077  -1.035  2.821
O  -2.641  -8.605  2.037
O  1.057  -1.160  2.053
O  1.830  -1.605  -2.616
O  1.231  4.195  -4.266
C  -2.444  -7.511  2.832
C  1.427  0.822  -4.206
C  -2.434  1.207  1.144
C  -0.078  -2.522  -1.539
C  -2.846  1.619  2.572
C  0.852  -1.312  -1.631
C  -1.403  -5.314  2.246
C  -0.369  1.609  5.503
C  -0.549  -0.609  4.664
C  0.322  6.796  -5.315
C  -1.363  -4.261  1.113
C  -2.653  -6.195  2.132
C  -1.805  -2.412  2.766
C  3.804  -1.040  -4.533
C  -0.980  -2.841  1.526
C  3.107  4.184  -6.086
C  0.021  0.285  5.565
C  -1.841  1.155  3.617
C  -1.456  -0.193  3.707
C  3.514  0.644  -1.955
C  -1.366  -2.234  -0.828
C  -3.011  3.147  2.586
C  0.748  7.980  -4.474
C  -1.291  2.021  4.547
C  1.028  -0.219  6.563
H  0.047  2.333  6.191
H  -0.258  -1.644  4.737
H  -1.360  1.357  1.024
H  -1.568  3.065  4.556
H  -1.919  -9.225  2.200
H  -0.321  6.113  -4.757
H  -0.298  -2.872  -2.544
H  -3.540  3.474  1.694
H  3.991  -0.066  -1.278
H  -2.674  0.170  0.939
H  1.194  1.705  -3.615
H  -2.779  -2.895  2.637
H  -2.025  3.615  2.535
H  2.808  1.236  -1.371
H  3.739  3.473  -5.557
H  1.376  -1.187  -0.678
H  -0.654  -4.621  0.364
H  4.470  -1.771  -4.073
H  1.924  1.170  -5.114
H  1.405  0.587  7.187
H  3.716  4.890  -6.643
H  4.409  -0.273  -5.017
H  -2.884  -6.379  1.084
H  -0.228  7.123  -6.195
H  -1.389  -2.818  3.684
H  1.864  -0.677  6.032
H  -2.338  -4.233  0.621
H  -0.126  8.581  -4.220
H  1.459  8.601  -5.019
H  -3.827  1.203  2.816
H  -2.975  1.816  0.421
H  0.614  -0.624  1.378
H  1.226  7.660  -3.549
H  0.591  -1.002  7.185
H  0.519  0.298  -4.504
H  -1.323  -4.885  3.237
H  2.408  3.666  -6.736
H  -3.510  3.509  3.483
H  0.488  -3.312  -1.041
H  -0.537  -5.969  2.137
H  4.266  1.311  -2.376
H  0.296  -0.399  -1.870
H  -3.524  -5.704  2.570
H  3.239  -1.575  -5.298

Forces on atoms 1 to 3 (eV/Å):
0.0 0.1 0.1
0.0 0.0 -0.3
-0.2 0.0 -0.3

Its frontier orbital gap is 8.7 eV. The structure (SMILES) is Cc1ccc(C(C)C)c(OC[C@@](CCCC(=O)O)(OC(=O)CCO[Si](C)(C)C)P(O)Cl)c1.CCOS(C)(=O)=O. The calculation puts the molar mass at 631.197 Da. The LUMO energy comes out at 0.48 eV. Its charge is 0.